# 1
73
Properties=species:S:1:pos:R:3:mulliken_charge:R:1 method="wB97M-V/def2-TZVPD" e_above_lowest_kj_mol=5.1 charge=-2
Ca 0.47387 0.34147 -0.29273 1.995
O -4.96843 -0.17589 -2.84978 -0.585
C -3.99203 0.08285 -1.93260 1.023
C -3.84398 -0.68777 -0.78750 -0.182
C -2.81931 -0.37283 0.09442 0.099
N -1.98355 0.64093 -0.12305 -0.363
C -2.15140 1.39939 -1.20882 0.597
C -3.14582 1.15742 -2.14369 -0.846
C -1.24786 2.63706 -1.33857 0.041
O -1.69660 3.55620 -2.02934 -0.793
O -0.16819 2.58285 -0.68868 -0.436
C -2.65772 -1.20905 1.35967 -0.259
O -3.31956 -2.25370 1.43943 -0.776
O -1.91441 -0.72221 2.26855 -0.514
H -5.43353 -0.97300 -2.57724 0.282
H -4.49181 -1.52578 -0.56196 0.392
H -3.24815 1.80942 -2.99844 0.527
O 5.35053 1.92727 -5.55411 -0.723
C 5.39090 2.46504 -4.43443 0.474
O 6.17892 3.32127 -3.97988 -0.748
C 4.32577 1.96053 -3.41077 0.249
C 4.31937 2.46116 -2.11442 -0.959
C 3.38152 1.99031 -1.21457 -0.302
N 2.46798 1.07195 -1.51994 -0.158
C 2.45230 0.59478 -2.77061 0.610
C 3.36746 1.00513 -3.73405 -0.804
C 1.38826 -0.44584 -3.12198 -0.025
O 1.58290 -1.14972 -4.11718 -0.814
O 0.38060 -0.51723 -2.34485 -0.606
H 5.05006 3.20971 -1.84023 0.449
H 3.36211 2.35836 -0.19062 0.370
H 3.33743 0.58038 -4.72599 0.550
C 0.38139 3.87366 2.17702 -1.596
As 0.85450 1.97910 2.27409 1.774
C 2.66542 2.15230 3.06495 -1.554
C -0.08097 1.43056 3.90615 0.190
C -0.49862 2.36767 4.85029 -0.482
C -1.07888 1.98455 6.04862 -0.751
C -1.23534 0.63741 6.33597 -0.867
C -0.84347 -0.30683 5.40137 -0.732
C -0.29071 0.08406 4.18468 -0.166
As 0.12342 -1.41220 3.02169 1.266
C -0.89246 -2.98565 3.50748 -0.670
C 1.93402 -1.83920 3.60807 -1.125
H 0.73895 4.44707 3.03282 0.533
H -0.69886 3.96416 2.07489 0.388
H 0.82785 4.24216 1.25492 0.407
H 2.62075 2.26872 4.14782 0.459
H 3.14621 3.02926 2.63065 0.510
H 3.24844 1.27055 2.80642 0.348
H -0.36707 3.42258 4.64399 0.325
H -1.40319 2.73670 6.75747 0.383
H -1.67515 0.31901 7.27282 0.384
H -0.99314 -1.35613 5.62539 0.381
H -0.26903 -3.67793 4.07159 0.347
H -1.20063 -3.42175 2.56154 -0.290
H -1.79052 -2.69432 4.04238 0.406
H 1.93647 -1.84408 4.70063 0.401
H 2.62355 -1.10146 3.21360 0.146
H 2.20187 -2.82031 3.21878 0.358
O 0.33972 -1.40201 1.29801 0.279
O 1.72723 -1.06125 0.96065 -0.719
I 1.26395 -5.84319 1.44553 -0.085
C 0.27648 -4.70569 -0.05251 0.063
C -1.08343 -4.50156 0.08168 -0.368
C -1.69433 -3.71051 -0.88547 -0.273
C -0.92230 -3.18192 -1.90482 -0.356
C 0.43710 -3.46212 -1.92250 -0.504
N 1.03442 -4.22546 -1.00551 -0.525
H -1.64281 -4.90577 0.91220 0.669
H -2.74522 -3.48016 -0.79256 0.355
H -1.32694 -2.51408 -2.65118 0.340
H 1.06468 -3.02811 -2.69256 0.587

***

# 2
A structure of composition C29H26B3BrO13, computed with ωB97M-V/def2-TZVPD.

Geometry as XYZ:
```
72
Properties=species:S:1:pos:R:3:mulliken_charge:R:1
C 3.02625 -1.99901 -1.80458 -0.760
C 2.57266 -1.44448 -3.16460 0.258
Br 4.12139 -0.63986 -4.06772 -0.180
C 1.98721 -2.52702 -4.05706 -1.118
B 0.54164 -2.93673 -3.61923 0.383
O -0.17153 -3.82689 -4.40776 -0.640
B -1.45843 -4.12561 -4.02452 0.584
O -1.84833 -3.84247 -2.71899 -0.461
B -1.36798 -2.58564 -2.40805 0.254
C -2.38683 -1.42142 -2.10578 -0.453
C -1.71570 -0.08511 -2.33399 0.561
O -1.21548 0.19191 -3.41319 -0.563
O -1.71395 0.79462 -1.29980 -0.454
O -0.00323 -2.41061 -2.46188 -0.169
H 3.08198 -3.07796 -1.85732 0.247
H 2.33758 -1.69310 -1.03352 -0.079
H 4.00843 -1.63839 -1.54881 0.543
H 1.83700 -0.67515 -2.99413 0.232
H 1.99364 -2.20241 -5.09133 0.446
H 2.64604 -3.38821 -3.99732 0.446
H -2.28288 -4.53814 -4.76711 -0.112
H -3.15847 -1.48874 -2.86305 0.253
H -2.85141 -1.52105 -1.13252 0.498
H -1.60191 0.27425 -0.49842 0.263
C -5.59906 2.43149 0.74227 -0.433
C -4.58631 1.57152 0.70321 -0.138
C -3.63674 1.44554 1.83333 0.567
O -2.71193 0.65852 1.79204 -0.555
C -3.85524 2.31284 3.01529 -0.365
C -4.86745 3.17442 3.05833 -0.392
C -5.82110 3.30209 1.92556 0.297
O -6.74301 4.08395 1.96553 -0.529
H -6.30279 2.54056 -0.07276 0.429
H -4.40347 0.92656 -0.14662 0.300
H -3.14951 2.20303 3.82868 0.425
H -5.04642 3.81824 3.90969 0.407
C 1.83780 0.40151 2.96645 -0.538
C 2.10403 -0.52198 2.04804 -0.291
C 3.36164 -1.31118 2.08894 0.377
O 3.60175 -2.15041 1.25069 -0.510
C 4.31077 -1.02919 3.19603 -0.488
C 4.04414 -0.10528 4.11450 -0.275
C 2.78652 0.68132 4.07218 0.346
O 2.53837 1.52283 4.90966 -0.439
H 0.92779 0.98789 2.95562 0.523
H 1.42574 -0.74298 1.23394 0.442
H 5.22082 -1.61504 3.20747 0.426
H 4.72300 0.11537 4.92831 0.412
C 3.17774 3.12871 7.59848 -0.282
C 4.21372 2.34219 7.87188 -0.183
C 5.00391 2.50684 9.11578 0.295
O 5.94945 1.78993 9.36258 -0.541
C 4.59282 3.58608 10.04974 -0.396
C 3.55663 4.37462 9.77971 -0.443
C 2.76632 4.20744 8.53252 0.339
O 1.82134 4.92503 8.28914 -0.541
H 2.59404 3.01919 6.69577 0.579
H 4.52721 1.55038 7.20457 0.382
H 5.18250 3.68869 10.95177 0.407
H 3.24010 5.16717 10.44574 0.408
C -2.54111 -1.73219 -9.54449 -0.390
C -3.06459 -2.73199 -8.84103 -0.398
C -3.33123 -2.59345 -7.38783 0.399
O -3.80123 -3.50718 -6.74464 -0.558
C -2.98913 -1.29727 -6.74979 -0.131
C -2.46331 -0.29740 -7.45067 -0.419
C -2.19978 -0.43511 -8.90625 0.371
O -1.72468 0.47451 -9.54745 -0.540
H -2.33835 -1.81122 -10.60481 0.406
H -3.31921 -3.68540 -9.28571 0.420
H -3.18719 -1.21697 -5.68834 0.387
H -2.20298 0.65293 -7.00243 0.452
```

***

# 3
71
Properties=species:S:1:pos:R:3:mulliken_charge:R:1 method="wB97M-V/def2-TZVPD" e_above_lowest_kj_mol=18.9
Sn 1.17158 -0.22393 -0.78562 1.373
Cl 6.20356 0.94650 5.11506 -0.244
C 5.27910 0.77571 3.64736 0.361
C 3.90063 0.76756 3.69917 -0.804
C 3.16990 0.61869 2.53050 0.753
Cl 1.43777 0.69150 2.65511 -0.170
C 3.77068 0.44758 1.25540 -0.560
O 3.15842 0.25678 0.12507 -0.681
C 5.19030 0.53001 1.27783 0.306
Cl 6.01543 0.41686 -0.24516 -0.176
C 5.93343 0.67370 2.43295 -0.627
H 3.38666 0.88724 4.64404 0.435
H 7.01458 0.70435 2.38318 0.443
I 3.03479 2.76721 -2.48830 0.125
C 1.78743 3.61372 -1.03253 -0.091
C 1.84345 4.98341 -0.81105 -0.498
C 1.02360 5.50947 0.17298 -0.259
C 0.17894 4.66346 0.87655 -0.830
C 0.18995 3.31746 0.56200 -0.243
N 0.99096 2.79562 -0.37547 0.186
H 2.50078 5.61098 -1.39545 0.407
H 1.04186 6.57190 0.38068 0.375
H -0.47438 5.03847 1.65380 0.415
H -0.46929 2.61886 1.06509 0.453
C 3.35382 -0.25954 -5.35245 -0.729
O 1.97808 0.01665 -5.04810 -0.280
C 1.41580 -0.46872 -3.93253 0.252
S -0.13190 0.05110 -3.58089 -0.296
S 2.31238 -1.53371 -2.92734 -0.515
H 3.60515 0.39982 -6.17628 0.238
H 3.48103 -1.29845 -5.65051 0.326
H 3.99119 -0.05678 -4.49624 0.324
N -6.68425 -0.99477 0.36986 0.018
C -7.99918 -0.64039 0.14984 0.695
C -9.20975 -1.26158 0.45049 -1.025
C -10.35784 -0.59252 0.07235 -0.399
C -10.30100 0.65112 -0.58074 -0.480
C -9.09643 1.25855 -0.87349 -0.719
C -7.92475 0.59802 -0.50194 0.550
N -6.60133 0.97230 -0.66953 -0.649
C -5.89975 0.00888 -0.14400 0.008
C -4.43006 -0.01223 -0.09609 1.034
C -3.71767 -0.98466 0.59698 -0.820
C -2.33420 -0.93026 0.59910 -0.533
N -1.64517 0.01663 -0.03850 0.149
C -2.33160 0.94553 -0.71044 -0.479
C -3.71213 0.97464 -0.76339 -0.866
H -6.36442 -1.84437 0.79626 0.168
H -9.25202 -2.21853 0.95874 0.371
H -11.32389 -1.03605 0.28202 0.373
H -11.22789 1.13889 -0.85689 0.375
H -9.05034 2.21809 -1.37388 0.430
H -4.21534 -1.77728 1.14568 0.289
H -1.75080 -1.67460 1.13447 0.395
H -1.73682 1.68841 -1.23486 0.621
H -4.24093 1.74087 -1.31576 0.501
S 1.10127 -2.64074 0.77539 -0.555
C 2.75447 -3.07733 0.79223 0.374
N 3.38346 -3.25495 1.95669 -0.077
C 4.77225 -3.69038 2.06510 -0.793
C 5.55088 -3.13790 0.88382 0.080
C 4.87679 -3.55455 -0.40845 -0.679
N 3.43965 -3.27773 -0.33301 0.065
H 2.84029 -3.08100 2.78274 0.268
H 4.82508 -4.78209 2.08552 0.289
H 5.17756 -3.31534 3.00138 0.462
H 6.57942 -3.49431 0.90275 0.426
H 5.56276 -2.05021 0.95218 -0.315
H 5.03497 -4.61877 -0.59503 0.363
H 5.28594 -2.99708 -1.24991 0.335
H 2.93708 -3.10577 -1.18652 -0.022

***

| no. | HOMO energy (eV) | LUMO (eV) | frontier orbital gap (eV) |
| --- | --- | --- | --- |
| 1 | -3.02 | 3.32 | 6.345 |
| 2 | -9.82 | -1.94 | 7.881 |
| 3 | -7.49 | -0.12 | 7.373 |